3 unconnected molecules or ions with the total composition C25H50N4O4, computed with the ωB97M-V functional and the def2-TZVPD basis.

```
83
Properties=species:S:1:pos:R:3:forces:R:3:mulliken_spin:R:1
N -0.7390 -0.6760 1.1305 -0.0707 0.0336 -0.2117 0.001
C -0.2858 0.0654 -0.0498 0.0920 -0.1575 -0.1279 0.001
C -1.2352 1.2117 -0.4870 0.0101 0.0783 0.0139 -0.002
O -1.6578 1.0461 -1.8453 0.1861 0.0824 0.0263 -0.004
C -2.5036 1.3870 0.3651 -0.1954 0.2781 -0.0040 0.000
C -3.7224 0.5734 -0.0902 -0.2702 -0.2254 0.1390 0.000
C -4.4269 -0.3068 0.9632 0.1087 0.1154 -0.2226 0.000
C -5.8283 -0.5181 0.3548 0.1397 0.1396 0.3183 0.000
C -5.9392 0.5641 -0.7105 -0.0187 0.0272 0.0412 0.000
O -6.8069 0.6741 -1.5432 -0.2138 0.1122 0.0334 0.000
N -4.8601 1.4023 -0.5428 0.3714 -0.1659 -0.2097 0.000
H -1.6652 -1.0555 0.9647 0.0323 -0.0269 0.0272 0.001
H -0.1379 -1.4782 1.2863 0.0170 0.1117 0.1657 -0.001
H 0.6961 0.4926 0.1870 -0.1338 -0.0691 0.0044 0.000
H -0.1393 -0.5824 -0.9294 -0.0793 0.1356 0.0633 0.000
H -0.6689 2.1520 -0.4309 -0.0934 -0.1391 0.1074 0.000
H -0.8912 1.1853 -2.4181 -0.1097 -0.0020 -0.0205 0.008
H -2.7802 2.4479 0.3225 -0.0105 -0.1867 0.0034 0.000
H -2.2839 1.1699 1.4142 0.0995 0.0123 -0.1403 0.000
H -3.4644 -0.1010 -0.9152 0.3236 0.1690 0.0106 0.000
H -4.5003 0.2287 1.9140 0.1328 -0.1221 -0.0584 0.000
H -3.8687 -1.2398 1.0933 -0.2102 0.1287 0.2123 0.000
H -6.6243 -0.3158 1.0796 0.0646 -0.2702 -0.1175 0.000
H -5.9711 -1.5134 -0.0674 -0.0845 0.1380 -0.0694 0.000
H -4.6969 2.0636 -1.2907 0.0159 -0.1172 -0.0669 0.000
C 4.0164 2.1955 -5.8757 -0.0364 0.0593 0.0361 0.016
C 2.6961 1.4678 -5.5921 0.3881 0.0771 0.1576 0.004
C 2.1021 0.8842 -6.8750 -0.1312 -0.0195 -0.1435 0.032
C 1.5765 1.9534 -7.8290 0.0439 0.0484 0.0489 -0.019
C 0.5646 2.8620 -7.1338 -0.0443 -0.1599 -0.1034 0.030
C 1.0597 3.4609 -5.8122 0.1219 0.4065 0.1161 -0.004
N 1.6707 2.3743 -4.9729 -0.5686 -0.4762 -0.4429 0.444
O 0.8068 1.7405 -4.2655 0.1918 0.1481 0.2521 0.494
C 2.0478 4.6079 -6.0610 0.0752 -0.0727 0.0451 0.020
C -0.1186 4.0388 -5.0361 -0.1024 0.0340 -0.0085 -0.014
C 3.0005 0.3561 -4.5953 -0.0386 -0.1240 0.0214 -0.002
H 4.7887 1.4509 -6.0693 -0.0157 -0.0354 0.0335 0.001
H 3.9858 2.8447 -6.7441 -0.0233 0.0049 -0.0183 0.000
H 4.3260 2.7862 -5.0129 -0.0049 0.0014 0.0047 -0.010
H 1.2806 0.2137 -6.6048 0.0032 0.0217 0.0675 0.003
H 2.8655 0.2725 -7.3616 0.0099 -0.0015 -0.0157 0.000
H 2.4004 2.5408 -8.2430 0.0202 0.0099 0.0378 -0.001
H 1.0938 1.4702 -8.6801 0.0142 0.0132 -0.0274 0.001
H 0.2841 3.6874 -7.7921 -0.0398 0.0070 -0.0075 0.000
H -0.3470 2.2899 -6.9376 0.0313 -0.0172 0.0745 0.004
H 2.5193 4.9165 -5.1272 0.0077 -0.0017 -0.0004 -0.012
H 1.5018 5.4619 -6.4615 -0.0531 -0.0108 0.0264 0.001
H 2.8271 4.3706 -6.7777 0.0014 -0.0214 -0.0161 0.001
H -0.9142 3.3117 -4.9001 0.0290 -0.0264 0.0207 0.006
H -0.5181 4.8866 -5.5940 0.0101 0.0123 -0.0094 0.000
H 0.1957 4.3895 -4.0526 0.0184 0.0066 -0.0057 0.000
H 3.3700 0.7682 -3.6555 -0.0013 0.0118 -0.0010 -0.002
H 3.7724 -0.2888 -5.0168 0.0243 0.0209 -0.0128 0.000
H 2.1249 -0.2504 -4.3820 -0.0221 0.0358 0.0039 0.004
C 2.6664 -3.5366 5.7337 -0.0600 -0.0394 -0.0131 0.015
C 1.7429 -2.4040 5.2672 0.2803 -0.2804 -0.1013 -0.001
C 1.6924 -1.2751 6.2981 -0.0771 0.1127 0.1395 0.032
C 0.9502 -1.6666 7.5737 0.0021 -0.0706 -0.0420 -0.021
C -0.4575 -2.1711 7.2591 0.0505 0.1821 0.0521 0.030
C -0.5068 -3.2769 6.1981 -0.0651 -0.4020 0.0483 0.002
N 0.3391 -2.8772 5.0251 -0.1878 0.7721 0.1910 0.423
O -0.2890 -2.1474 4.1740 0.0851 -0.3794 -0.0846 0.520
C -0.0633 -4.6233 6.7849 0.0863 0.0127 -0.0647 0.023
C -1.9371 -3.4481 5.6994 -0.1136 0.0167 0.0316 -0.002
C 2.2943 -1.8869 3.9436 0.0157 0.1284 -0.0591 -0.015
H 3.7005 -3.2046 5.6389 -0.0050 0.0274 -0.0425 0.001
H 2.5256 -3.8232 6.7707 -0.0197 0.0130 0.0145 0.000
H 2.5377 -4.4220 5.1101 -0.0060 -0.0008 -0.0034 -0.010
H 1.1921 -0.4136 5.8455 -0.0202 -0.0411 -0.0588 0.002
H 2.7159 -0.9666 6.5249 0.0112 0.0014 0.0173 0.002
H 1.5127 -2.4192 8.1328 0.0068 -0.0285 -0.0329 -0.001
H 0.8773 -0.7969 8.2290 0.0126 -0.0100 0.0298 0.002
H -0.9331 -2.5520 8.1660 -0.0343 0.0154 0.0116 0.000
H -1.0640 -1.3289 6.9129 0.0220 -0.0207 -0.0773 0.003
H 0.0587 -5.3637 5.9934 0.0087 -0.0025 -0.0004 -0.014
H -0.8338 -4.9822 7.4673 -0.0473 0.0257 -0.0261 0.001
H 0.8599 -4.5727 7.3535 0.0083 0.0219 0.0044 0.001
H -2.3605 -2.5101 5.3518 0.0380 0.0034 -0.0336 0.004
H -2.5489 -3.8221 6.5216 0.0069 -0.0113 0.0133 0.000
H -1.9812 -4.1661 4.8802 0.0166 -0.0120 0.0054 -0.003
H 2.2800 -2.6720 3.1861 -0.0023 -0.0128 0.0064 -0.001
H 3.3277 -1.5716 4.0943 0.0150 -0.0275 0.0182 0.000
H 1.7244 -1.0399 3.5708 -0.0398 -0.0263 0.0054 0.007
```
Positions in Å, forces in eV/Å.

## Properties
⟨S²⟩: 2.008
LUMO energy (alpha / beta) in eV: 0.74 / 0.36
Orbital gap (alpha / beta) in eV: 8.871 / 9.350
Energy in eV: -40883.8167
Multiplicity: 3


10 unconnected molecules or ions with the total composition C25H50O20, computed with the ωB97M-V functional and the def2-TZVPD basis.

```
95
Properties=species:S:1:pos:R:3:forces:R:3:lowdin_charge:R:1
C 12.0748 4.8991 -14.8568 0.4184 -0.6507 1.2860 -0.003
C 12.4536 3.7213 -13.8571 -0.2534 1.0392 -2.6391 -0.270
C 12.7626 2.3628 -14.5179 -2.7323 0.0804 0.2900 -0.143
O 13.8813 1.8568 -13.8709 1.6734 1.2186 1.3467 0.054
C 14.3646 2.9052 -13.0553 1.5380 -1.6162 -1.0303 -0.561
O 15.3051 2.8700 -12.3400 0.2702 -0.9337 0.3476 0.181
O 13.7377 4.0045 -13.3348 -1.5192 1.9752 0.7439 0.099
H 10.9940 4.9815 -14.9720 0.0975 -0.2576 -0.3210 0.078
H 12.6194 4.8544 -15.7999 -0.2533 -0.4363 -0.0835 0.079
H 12.3997 5.8460 -14.4255 -0.0321 -0.0557 0.3559 0.076
H 11.6517 3.6009 -13.1287 0.4447 0.2926 0.5505 0.148
H 12.7906 2.5085 -15.5978 0.6407 -0.5431 -0.0371 0.131
H 11.9671 1.6879 -14.2022 -0.3208 -0.1231 -0.8414 0.131
C 5.0089 -3.0254 -19.9884 -0.3597 0.8270 -0.9272 -0.017
C 5.6569 -1.7548 -20.5593 -1.0395 -0.7121 0.1560 -0.334
C 5.0639 -0.5106 -19.8795 0.1573 -1.6477 0.4045 -0.075
O 6.2252 0.1782 -19.4271 -1.1289 1.7515 -0.1490 0.079
C 7.3240 -0.5469 -19.5845 1.8439 0.3567 0.6382 -0.549
O 8.4311 -0.1782 -19.2320 -2.0718 -1.0895 -0.8504 0.130
O 6.9823 -1.7187 -20.1438 2.4652 -0.1895 0.3809 0.083
H 5.0945 -3.0364 -18.9018 0.5715 -0.3673 -0.0995 0.094
H 5.3915 -3.8807 -20.5454 -0.0380 -0.2222 0.5910 0.091
H 3.9344 -2.9432 -20.1519 -0.1591 -0.1713 -0.3166 0.085
H 5.7054 -1.7894 -21.6477 -0.5069 0.2701 -0.0884 0.156
H 4.5915 -0.9603 -19.0062 -0.3466 0.6580 0.2931 0.120
H 4.3094 0.0346 -20.4466 0.6544 0.5072 -0.0206 0.139
C 5.2620 -6.7485 -29.2164 -0.4053 1.6529 -0.2682 0.001
C 5.7149 -5.3016 -28.6759 -0.0135 -4.3062 -1.9773 -0.305
C 4.6594 -4.6779 -27.8552 -0.6542 1.5192 0.9342 -0.101
O 5.0595 -4.8733 -26.4832 0.5364 -0.4298 -0.9492 0.084
C 6.3288 -5.3007 -26.5425 3.8058 -0.2327 4.2824 -0.523
O 7.0780 -5.4053 -25.5479 -2.7787 0.1741 -3.2051 0.098
O 6.7739 -5.5578 -27.7886 0.0110 0.9569 0.9401 0.087
H 5.2824 -7.5548 -28.4832 0.0738 0.4096 0.3539 0.087
H 5.8004 -7.1061 -30.0941 0.1665 0.3071 0.0685 0.074
H 4.2280 -6.5549 -29.5018 -0.1480 -0.5352 -0.3006 0.066
H 6.0431 -4.6981 -29.5222 0.0434 0.0720 0.2142 0.154
H 3.6461 -5.0701 -27.9419 0.1721 0.1919 -0.3460 0.139
H 4.7552 -3.6119 -28.0616 -0.8197 0.2258 0.2541 0.138
C 1.0598 -8.2822 -17.6633 -0.5981 0.3051 -0.3076 -0.010
C 1.9787 -9.1913 -16.9057 0.6541 1.4957 1.4120 -0.381
C 1.9475 -10.6486 -17.1624 -1.5266 0.7023 -0.5240 -0.132
O 3.2738 -11.0405 -17.1956 1.9696 -1.2939 0.1982 0.073
C 4.1367 -9.9790 -17.0863 -0.0396 0.4591 1.3354 -0.481
O 5.3362 -9.9965 -16.9123 -2.5417 -0.2502 -0.9255 0.149
O 3.3328 -8.8849 -17.0191 3.1230 1.1174 -1.5177 0.076
H 1.4828 -7.2925 -17.8357 0.0314 0.0541 0.6133 0.093
H 0.1588 -8.2391 -17.0514 -0.1331 0.4736 -0.1358 0.089
H 0.7285 -8.5663 -18.6621 0.3165 -0.6891 -0.0420 0.081
H 1.9135 -8.9797 -15.8385 -1.2074 -0.1120 0.2383 0.157
H 1.4979 -10.7436 -18.1508 -0.2072 -0.9148 0.1305 0.139
H 1.3576 -10.9927 -16.3128 0.1801 -1.3346 -0.4823 0.146
C 9.0082 -6.7739 -12.4032 -0.1308 -0.0171 0.3043 -0.032
C 8.4677 -5.2817 -12.5362 0.9056 -3.3203 -3.3891 -0.260
C 8.6633 -4.8866 -14.0223 0.1676 2.3726 0.2611 -0.081
O 7.4450 -4.1345 -14.3500 -0.4178 -0.8414 0.3044 0.041
C 6.4559 -4.4425 -13.4568 1.4685 -0.6214 0.1062 -0.502
O 5.3191 -4.0856 -13.4897 1.0829 -0.3995 0.1152 0.164
O 7.0298 -5.2888 -12.4952 -0.3890 1.0794 0.9537 0.050
H 10.0761 -6.8904 -12.2185 0.1444 0.8866 0.8344 0.074
H 9.0268 -7.4225 -13.2790 -1.1136 0.5220 -0.6387 0.071
H 8.4618 -7.3405 -11.6492 0.0726 0.2409 0.2116 0.077
H 9.1336 -4.6608 -11.9370 -1.3006 0.5115 0.7695 0.146
H 8.9281 -5.6539 -14.7497 -0.7653 -0.2390 0.1623 0.127
H 9.4247 -4.1115 -14.1099 0.2550 -0.1665 -0.0136 0.124
C 0.3998 -6.9567 -22.8965 0.8087 -0.8058 -1.5783 -0.160
O 1.7052 -7.3625 -22.5216 0.8419 0.6320 1.8190 -0.142
H -0.2372 -7.8239 -22.7224 -0.6498 0.3864 -0.3919 0.076
H -0.0187 -6.0438 -22.4728 0.6656 -0.2206 0.7935 0.078
H 0.6067 -6.7070 -23.9372 -1.4008 -0.0980 -0.5345 0.074
H 1.9800 -8.1205 -23.0426 -0.2747 0.1043 -0.0871 0.074
C 1.3080 2.6256 -16.5105 0.8158 -0.1953 -0.1523 -0.164
O 2.1051 2.1732 -15.4290 0.1602 0.1257 0.4603 -0.132
H 1.8162 3.4690 -16.9779 -0.1643 0.2920 0.3019 0.075
H 1.3515 1.8512 -17.2763 -0.8195 -0.1163 -0.1415 0.070
H 0.3189 2.9022 -16.1453 -0.1108 -0.0398 -0.5242 0.081
H 1.5193 1.7365 -14.8063 0.1482 -0.0726 0.0533 0.069
C 7.0591 1.7463 -13.5774 0.3240 -2.5117 0.7192 -0.210
O 6.9611 2.5971 -14.6537 -0.0486 1.0063 -0.6722 -0.094
H 7.2314 2.1738 -12.5896 -0.5659 0.6077 -0.1628 0.078
H 6.2504 1.0159 -13.6029 -0.6463 0.3839 0.6846 0.080
H 7.8653 1.0180 -13.6658 0.8377 0.2233 -0.4045 0.065
H 6.1846 2.3179 -15.1443 0.0985 0.2952 -0.1600 0.080
C 11.9932 -4.3900 -20.8980 1.1782 1.3472 1.4097 -0.158
O 12.1635 -3.1694 -21.6221 -0.3274 -0.2562 -0.8475 -0.131
H 12.9965 -4.8141 -20.9389 -0.3880 -0.8962 -0.4050 0.076
H 11.9096 -4.1629 -19.8352 -0.3181 0.0569 0.2399 0.068
H 11.1543 -5.0468 -21.1281 0.1665 0.1933 -0.7418 0.076
H 11.8424 -2.3727 -21.1934 -0.3292 -0.4286 0.3498 0.070
C 15.4263 -0.1206 -18.4628 0.9605 -0.4224 0.2822 -0.167
O 16.4723 0.8123 -18.2825 -0.1288 1.2428 0.1749 -0.129
H 14.4321 0.2480 -18.7156 0.1112 0.4979 -0.2224 0.070
H 15.8600 -0.7063 -19.2733 -0.8038 -0.7007 0.1768 0.084
H 15.3565 -0.6190 -17.4959 -0.3469 -0.8972 -0.3653 0.077
H 16.3647 1.1731 -17.3994 0.2021 0.2799 -0.0293 0.066
```
Positions in Å, forces in eV/Å.

## Properties
ΔE to the lowest compared entry with this formula, charge and spin in kJ/mol: 442.1
LUMO energy in eV: 0.22
Orbital gap in eV: 10.280
Energy in eV: -67679.7041
SMILES: C[C@H]1COC(=O)O1.C[C@H]1COC(=O)O1.C[C@H]1COC(=O)O1.C[C@H]1COC(=O)O1.C[C@H]1COC(=O)O1.CO.CO.CO.CO.CO


- What is the energy in the first record?
  -40883.8167 eV